Record 1
Below is a structure of composition C8H5GaN2O5, with properties calculated with the ωB97M-V functional and the def2-TZVPD basis.

Geometry as XYZ:
```
21
Properties=species:S:1:pos:R:3:forces:R:3
O -2.285 3.298 -4.196 -0.134 -1.664 2.084
C -2.324 2.585 -3.304 0.167 1.618 -2.033
Ga -0.708 -1.131 -0.363 1.732 -1.008 0.214
O -3.504 -1.984 0.377 0.942 1.030 -0.277
C -2.587 -1.308 0.054 0.501 1.442 -0.950
C 0.268 -2.739 0.550 3.652 -4.341 3.008
O 0.892 -3.579 1.033 -2.782 3.160 -1.944
C 1.835 -2.197 -1.878 8.014 -1.829 1.696
O 2.925 -2.438 -1.511 -6.118 0.906 -2.035
C 0.685 -1.265 -1.896 -2.716 3.970 -3.298
O 0.605 -0.476 -2.848 0.659 -2.724 2.860
H -2.383 -0.147 -0.116 -3.501 -0.228 1.122
N 1.491 1.272 2.159 -0.657 -0.471 -0.670
C 0.597 2.250 1.728 0.287 -0.748 0.039
C -0.265 1.629 0.883 0.260 -0.227 0.132
N 0.103 0.284 0.796 -0.455 -0.431 -0.481
C 1.165 0.099 1.580 0.247 0.882 0.454
H 2.269 1.391 2.799 -0.128 0.123 -0.015
H 0.648 3.273 2.052 0.053 0.071 0.073
H -1.114 2.019 0.344 0.057 0.097 0.019
H 1.686 -0.838 1.759 -0.080 0.370 0.002
```
Positions in Å, forces in eV/Å.

Output
Highest occupied orbital energy (spin up / spin down) ... -16.54 / -16.54 eV
Charge ... +2
Orbital gap (spin up / spin down) ... 5.4 / 5.4 eV

=====

Record 2
Below is an isolated molecule of C8H5N3OS, with properties calculated with the ωB97M-V functional and the def2-TZVPD basis.

Geometry as XYZ:
```
18
Properties=species:S:1:pos:R:3:forces:R:3
C -2.089 2.229 -0.063 -2.348 3.092 0.130
C 2.118 -0.409 1.311 -1.728 -2.162 -2.135
C 1.586 0.780 1.898 2.259 0.442 0.631
C 1.451 -1.001 0.242 0.805 3.350 2.025
C 0.491 1.360 1.371 -0.556 1.378 2.057
C 0.375 -0.366 -0.391 -1.801 -0.412 -0.481
C -0.160 0.819 0.243 -1.153 0.695 -0.819
C -0.241 -1.117 -1.403 2.590 -1.017 0.700
N -2.959 3.031 -0.087 1.344 -1.269 0.420
N -1.306 -0.826 -2.147 -1.843 -0.225 -1.116
N -1.212 1.352 -0.299 0.857 -2.281 -0.864
O -2.828 -2.866 -2.340 -0.256 -0.255 -0.038
S -2.570 -1.508 -2.746 2.284 0.809 1.176
H 2.853 -1.124 1.610 1.020 0.710 1.152
H 2.228 1.304 2.669 -1.269 -0.774 -0.610
H 1.792 -1.838 -0.230 1.154 -2.382 -0.707
H 0.013 2.216 1.933 0.658 -0.850 -1.114
H 0.459 -2.035 -1.574 -2.018 1.153 -0.409
```
Positions in Å, forces in eV/Å.

Output
Highest occupied orbital energy (spin up / spin down) ... -8.42 / -8.11 eV
Orbital gap (spin up / spin down) ... 6.2 / 5.6 eV

=====

Record 3
Below is an isolated molecule of C8H6, with properties calculated with the ωB97M-V functional and the def2-TZVPD basis.

Geometry as XYZ:
```
14
Properties=species:S:1:pos:R:3:forces:R:3
C -0.397 2.388 -0.232 1.226 -1.136 0.268
C -0.838 1.256 -0.034 0.007 6.751 -0.672
C -1.389 0.040 0.137 -0.135 -5.522 -0.141
C -2.674 -0.463 0.200 1.412 2.581 0.075
C -0.088 -0.761 -0.046 2.281 -3.556 1.444
C 1.225 -0.610 0.351 -4.606 1.453 -1.094
C 2.289 0.021 0.190 2.733 0.944 0.799
C 3.445 0.674 0.055 -2.395 -1.691 -0.665
H 0.397 3.169 -0.373 -1.639 -1.069 0.176
H -3.135 -1.428 0.328 1.023 -0.522 -0.128
H -3.429 0.317 0.192 -0.016 0.061 0.003
H -0.003 -1.809 -0.401 -1.705 0.363 -0.347
H 4.148 0.106 -0.543 0.753 0.810 0.254
H 3.307 1.717 0.251 1.061 0.533 0.029
```
Positions in Å, forces in eV/Å.

Output
Highest occupied orbital energy ... -8.57 eV
Orbital gap ... 7.9 eV
SMILES ... C#CC(=C)C=C=C=C

=====

Record 4
Below is an isolated molecule of C8H6, with properties calculated with the ωB97M-V functional and the def2-TZVPD basis.

Geometry as XYZ:
```
14
Properties=species:S:1:pos:R:3:forces:R:3
C 2.648 -0.448 0.020 0.699 -2.007 -0.007
C 1.577 -1.014 -0.005 0.738 0.337 -0.009
C 0.197 -0.821 -0.024 -0.691 -0.069 0.033
C -0.935 -1.554 -0.004 0.510 -0.007 -0.047
C -2.062 -0.639 0.006 -0.221 0.487 0.027
C -1.623 0.636 0.006 -0.343 -0.010 0.012
C -0.168 0.617 -0.016 0.377 -0.041 0.009
C 0.742 1.588 -0.018 -1.140 0.856 -0.041
H 3.695 -0.336 0.042 0.499 0.381 0.015
H -1.014 -2.626 0.006 0.060 -0.146 0.004
H -3.090 -0.953 0.021 -0.193 -0.026 -0.007
H -2.212 1.534 0.015 -0.172 0.118 -0.003
H 0.447 2.626 0.013 -0.134 0.113 -0.025
H 1.798 1.389 -0.062 0.011 0.014 0.039
```
Positions in Å, forces in eV/Å.

Output
Highest occupied orbital energy ... -8.24 eV
Orbital gap ... 7.9 eV
SMILES ... C#CC1=CC=CC1=C

=====

Record 5
Below is an isolated molecule of C8H6, with properties calculated with the ωB97M-V functional and the def2-TZVPD basis.

Geometry as XYZ:
```
14
Properties=species:S:1:pos:R:3:forces:R:3
C 1.346 -2.224 -1.535 0.191 1.205 1.137
C 1.235 -1.224 -0.833 -0.039 -2.033 -1.613
C 1.190 -0.045 -0.046 1.221 0.302 0.379
C 0.095 0.585 0.426 0.510 -0.279 -0.111
C 0.252 1.724 1.301 0.465 0.608 0.612
C 0.478 2.640 2.063 -0.175 -0.807 -0.875
C -1.253 0.106 0.173 -1.912 0.131 0.206
C -1.764 -0.639 -0.812 -0.602 -0.757 -0.428
H 1.548 -3.143 -2.083 -0.306 0.811 0.390
H 2.211 0.305 0.223 -0.936 0.024 -0.105
H 0.729 3.473 2.684 -0.167 -0.165 -0.052
H -2.008 0.443 0.899 0.512 0.019 -0.183
H -1.200 -1.093 -1.635 -0.058 0.452 0.421
H -2.858 -0.907 -0.826 1.295 0.487 0.224
```
Positions in Å, forces in eV/Å.

Output
Highest occupied orbital energy ... -8.59 eV
Orbital gap ... 8.4 eV
SMILES ... C#C/C=C(/C#C)C=C

=====

Record 6
Below is a structure of composition C8H6AlN2O4, with properties calculated with the ωB97M-V functional and the def2-TZVPD basis.

Geometry as XYZ:
```
21
Properties=species:S:1:pos:R:3:forces:R:3
O 0.588 -3.063 -2.462 0.346 5.765 1.593
C 0.721 -1.959 -2.135 0.189 -5.738 -1.666
Al 1.543 -0.123 -1.133 -3.296 -0.193 -1.020
O -3.569 0.257 -4.476 1.084 -0.112 0.528
C -2.572 0.154 -3.960 -0.974 0.100 -0.450
C 2.855 0.127 -2.766 5.704 0.682 -4.599
O 3.666 0.266 -3.594 -5.060 -0.806 4.852
C 0.702 1.940 -1.719 -0.172 4.761 0.373
O 0.480 3.068 -1.719 0.677 -4.998 -0.195
C -0.032 0.492 3.547 0.215 0.568 0.935
N -0.305 0.118 2.155 0.475 -0.111 -0.322
C -1.246 -0.807 1.735 0.768 0.455 -0.020
C -1.032 -0.991 0.405 -0.084 -0.863 -0.501
N 0.037 -0.228 0.004 1.382 1.841 0.119
C 0.419 0.517 1.109 -1.816 -2.280 1.115
H -0.892 0.996 3.997 0.037 -0.088 -0.237
H 0.221 -0.385 4.162 -0.147 0.100 -0.496
H 0.827 1.174 3.559 -0.264 -0.141 0.003
H -1.944 -1.264 2.421 -0.190 0.145 -0.079
H -1.612 -1.558 -0.305 0.063 -0.232 0.075
H 1.144 1.269 1.174 1.063 1.145 -0.008
```
Positions in Å, forces in eV/Å.

Output
Highest occupied orbital energy ... -21.39 eV
Charge ... +3
Orbital gap ... 5.6 eV

=====

Record 7
Below is a cluster of 2 separate species, C8H6Cl2O2 in total, with properties calculated with the ωB97M-V functional and the def2-TZVPD basis.

Geometry as XYZ:
```
18
Properties=species:S:1:pos:R:3:forces:R:3
C 2.256 0.661 -0.257 -1.807 0.061 0.214
C 1.934 -0.628 0.096 -0.591 0.460 -0.435
C 1.220 1.603 -0.359 2.582 -0.673 -0.971
C 0.600 -1.021 0.217 -1.025 1.369 -0.446
C -0.078 1.290 -0.143 -2.266 -1.251 1.202
C -0.481 -0.069 0.079 4.030 0.227 0.217
C -4.906 -1.544 0.346 2.978 1.002 -1.760
C -2.849 0.111 0.023 -1.990 -2.993 -0.677
O -5.240 -2.309 -0.447 -0.277 0.463 0.769
O -1.713 -0.610 0.203 -0.210 -0.352 0.079
Cl -3.131 0.616 -1.604 0.153 0.479 -0.778
Cl -3.101 1.277 1.194 -0.503 1.497 1.471
H 3.290 0.743 -0.447 0.872 1.233 -0.379
H 2.845 -1.195 0.091 -0.415 -1.378 0.468
H 1.432 2.540 -0.826 0.179 0.885 0.448
H 0.325 -2.040 0.343 -0.143 -0.688 0.235
H -0.701 2.156 0.051 -0.667 -0.365 -0.733
H -4.922 -1.075 1.303 -0.899 0.023 1.075
```
Positions in Å, forces in eV/Å.

Output
Highest occupied orbital energy (spin up / spin down) ... -7.57 / -7.57 eV
Orbital gap (spin up / spin down) ... 7.3 / 7.3 eV

=====

Record 8
Below is a structure of composition C8H6ClNiO3PS, with properties calculated with the ωB97M-V functional and the def2-TZVPD basis.

Geometry as XYZ:
```
21
Properties=species:S:1:pos:R:3:forces:R:3
O 2.636 -2.498 0.515 0.186 -0.229 0.429
C 1.746 -1.704 0.501 -0.170 0.161 -0.288
Cl 0.915 -1.447 2.082 0.059 0.032 -0.329
C 1.279 -0.973 -0.735 -0.272 0.228 0.802
C -0.006 -0.215 -0.554 0.234 -0.316 -0.147
C -0.184 1.061 -0.208 0.235 -0.495 -0.004
P 1.108 2.273 0.088 -0.499 0.317 -1.022
S 0.808 3.467 1.670 -0.005 0.237 0.538
C -1.593 1.572 -0.125 -0.337 0.467 -0.054
O -1.825 2.736 -0.341 0.430 0.187 0.317
C -2.638 0.580 0.176 0.078 -0.293 0.027
C -2.479 -0.678 -0.209 0.146 0.045 -0.026
C -1.231 -1.066 -0.873 0.167 -0.529 -0.389
O -1.089 -1.996 -1.635 -0.119 0.383 0.596
H 1.130 -1.775 -1.449 -0.124 -0.147 -0.428
H 2.094 -0.362 -1.095 0.427 0.093 -0.088
H 1.172 3.105 -1.044 0.044 -0.100 0.061
H 2.352 1.638 0.143 -0.006 -0.014 0.171
H -3.544 0.885 0.660 -0.336 0.476 0.038
H -3.243 -1.414 -0.064 -0.287 -0.377 -0.126
Ni 2.594 -3.188 2.498 0.147 -0.127 -0.079
```
Positions in Å, forces in eV/Å.

Output
Highest occupied orbital energy (spin up / spin down) ... -17.05 / -16.89 eV
Charge ... +2
Orbital gap (spin up / spin down) ... 8.5 / 6.0 eV
Expectation value of S² ... 2.005
2S+1 ... 3